# 1
Molecular formula: C34H34NO5
Method: DFT, ωB97M-V with the def2-TZVPD basis set

Cartesian coordinates (Å):
C -6.749 -0.186 0.273
N -5.712 0.420 1.093
C -6.137 1.642 1.758
C -4.357 0.082 0.928
C -3.557 0.757 -0.015
C -2.233 0.361 -0.200
C -1.656 -0.685 0.558
C -0.258 -1.040 0.293
C 0.748 -0.017 0.492
C 2.120 -0.396 0.598
C 3.133 0.488 0.859
C 4.541 0.051 0.894
C 4.969 -1.039 0.094
C 6.297 -1.473 0.099
C 7.269 -0.810 0.876
C 6.854 0.278 1.670
C 5.526 0.690 1.665
C 2.792 1.905 1.158
O 3.621 2.691 1.634
C 1.414 2.354 0.844
C 1.062 3.799 0.859
C -0.009 4.289 0.062
C -0.380 5.642 0.073
C 0.325 6.579 0.848
C 1.393 6.111 1.635
C 1.745 4.761 1.625
C 0.464 1.382 0.644
C -2.471 -1.325 1.524
C -3.801 -0.980 1.678
H -6.340 -1.053 -0.266
H -7.585 -0.530 0.909
H -7.158 0.526 -0.473
H -5.289 2.059 2.321
H -6.504 2.400 1.035
H -6.958 1.408 2.462
H -3.964 1.602 -0.567
H -1.629 0.863 -0.955
H 0.053 -2.039 0.603
H 2.348 -1.467 0.498
H 4.249 -1.515 -0.569
H 6.589 -2.322 -0.514
H 8.305 -1.135 0.862
H 7.590 0.803 2.279
H 5.253 1.566 2.253
H -0.530 3.597 -0.592
H -1.219 5.974 -0.532
H 0.047 7.630 0.835
H 1.942 6.824 2.249
H 2.602 4.452 2.226
H -0.574 1.709 0.628
H -2.031 -2.112 2.138
H -4.431 -1.474 2.419
H 0.219 -3.304 -0.637
C 0.044 -2.410 -1.226
C -1.300 -2.281 -1.826
O -1.681 -1.606 -2.788
O -2.180 -3.051 -1.099
C -3.555 -2.890 -1.512
C -4.355 -3.832 -0.646
C 1.129 -1.968 -2.076
O 1.146 -0.932 -2.706
O 2.207 -2.823 -2.087
C 3.203 -2.564 -3.113
C 4.338 -3.551 -2.955
H -3.859 -1.840 -1.360
H -3.649 -3.149 -2.581
H -5.434 -3.634 -0.752
H -4.153 -4.871 -0.957
H -4.062 -3.742 0.414
H 2.737 -2.688 -4.102
H 3.570 -1.534 -2.995
H 5.161 -3.292 -3.638
H 4.736 -3.561 -1.931
H 4.016 -4.573 -3.195

LUMO in eV: 2.5
Orbital gap in eV: 6.09
HOMO energy in eV: -3.631
Charge: -1

=====

# 2
Molecular formula: C8H14AuN3OS2
Method: DFT, ωB97M-V with the def2-TZVPD basis set

Cartesian coordinates (Å):
Au -0.836 0.439 -1.056
C -3.902 2.950 1.411
C -2.754 2.092 0.936
S -2.721 1.758 -0.775
C -1.812 1.611 1.783
C -1.811 1.881 3.270
S -0.486 0.618 1.228
H -4.579 3.260 0.606
H -3.527 3.869 1.876
H -4.512 2.406 2.142
H -2.648 2.504 3.598
H -0.896 2.404 3.572
H -1.879 0.945 3.837
C 3.523 -2.891 -1.224
N 2.566 -1.931 -1.734
C 3.029 -0.552 -1.919
C 1.734 0.221 -1.650
O 1.618 1.435 -1.756
N 0.743 -0.660 -1.251
C 1.276 -1.841 -1.300
N 0.644 -2.978 -0.955
H 4.481 -2.790 -1.745
H 3.173 -3.916 -1.382
H 3.694 -2.739 -0.153
H 3.368 -0.385 -2.943
H 3.784 -0.264 -1.182
H -0.350 -2.819 -0.819
H 0.808 -3.741 -1.599
H -1.728 -0.886 -0.815

LUMO (spin up / spin down) in eV: 0.0 / -1.1
⟨S²⟩: 2.01
Orbital gap (spin up / spin down) in eV: 5.71 / 5.49
Spin multiplicity: 3
HOMO energy (spin up / spin down) in eV: -5.676 / -6.602
Relative energy (zero: lowest compared OMol25 entry of this formula, charge and spin) in eV: 0.1348
Charge: 0

=====

# 3
Molecular formula: H6KO3
Method: DFT, ωB97M-V with the def2-TZVPD basis set

Cartesian coordinates (Å):
K -0.826 0.642 0.397
O 0.221 2.590 -1.430
H -0.348 2.904 -2.150
H 1.065 3.047 -1.564
O 1.754 -0.575 0.851
H 1.597 -0.238 1.745
H 1.894 -1.529 0.960
O -1.712 -1.903 0.491
H -1.295 -2.435 -0.206
H -2.351 -2.502 0.907

LUMO in eV: -3.6
Orbital gap in eV: 12.20
HOMO energy in eV: -15.788
Relative energy (zero: lowest compared OMol25 entry of this formula, charge and spin) in eV: 0.1709
Charge: +1

=====

Repeat the third record exactly.
Molecular formula: H6KO3
Method: DFT, ωB97M-V with the def2-TZVPD basis set

Cartesian coordinates (Å):
K -0.826 0.642 0.397
O 0.221 2.590 -1.430
H -0.348 2.904 -2.150
H 1.065 3.047 -1.564
O 1.754 -0.575 0.851
H 1.597 -0.238 1.745
H 1.894 -1.529 0.960
O -1.712 -1.903 0.491
H -1.295 -2.435 -0.206
H -2.351 -2.502 0.907

LUMO in eV: -3.6
Orbital gap in eV: 12.20
HOMO energy in eV: -15.788
Relative energy (zero: lowest compared OMol25 entry of this formula, charge and spin) in eV: 0.1709
Charge: +1

=====

> charge of number 1 (C34H34NO5)?

-1

=====

> charge of number 2 (C8H14AuN3OS2)?

0

=====

> The highest charge belongs to which entry?

H6KO3